Entry 1:
Entry from the Open Molecules 2025 dataset: C4H7NO in the gas phase (the ωB97M-V functional and the def2-TZVPD basis).

SMILES = O[C@H]1C[C@H]2N[C@@H]12
HOMO-LUMO gap = 10.80 eV
total energy = -7796.9796 eV

Element x y z (Å)
1 O 1.87 0.83 0.37
2 C 0.84 0.29 -0.42
3 C 0.22 -1.11 -0.09
4 C -1.15 -0.46 -0.17
5 N -1.28 0.57 0.83
6 C -0.56 0.89 -0.40
7 H 1.56 0.90 1.29
8 H 1.24 0.30 -1.45
9 H 0.48 -1.57 0.87
10 H 0.41 -1.85 -0.87
11 H -2.05 -0.91 -0.57
12 H -0.63 0.40 1.60
13 H -0.93 1.72 -1.00

=====

Entry 2:
Entry from the Open Molecules 2025 dataset: C7H9BO3 in the gas phase in a non-equilibrium geometry (the ωB97M-V functional and the def2-TZVPD basis).

HOMO-LUMO gap (spin up / spin down) = 6.78 / 6.78 eV
total energy = -14217.6449 eV

Element x y z (Å)
1 B -0.11 -1.36 1.56
2 C 0.74 0.98 1.48
3 C 1.19 2.23 0.95
4 C 0.10 -0.02 0.80
5 C -0.50 -0.24 -2.89
6 C -0.54 0.26 -0.47
7 C 1.97 3.09 1.56
8 C -1.55 -1.12 -3.63
9 O -0.61 -0.13 -1.64
10 O -0.35 -2.35 0.66
11 O -0.18 -1.71 2.92
12 H 1.01 0.87 2.50
13 H 1.07 2.16 -0.17
14 H 2.06 3.19 2.58
15 H 2.46 3.74 0.87
16 H -2.46 -0.64 -3.30
17 H -1.70 -2.10 -3.23
18 H -1.40 -1.27 -4.68
19 H -0.64 -3.17 1.13
20 H -0.50 -2.57 2.96

=====

Entry 3:
Entry from the Open Molecules 2025 dataset: 2 unconnected molecules or ions with the total composition C2H4Cl2F2 in a non-equilibrium geometry (the ωB97M-V functional and the def2-TZVPD basis).

SMILES = FCCl.FCCl
HOMO-LUMO gap = 11.33 eV
total energy = -32617.2711 eV

Element x y z (Å)
1 C -1.04 -1.08 -0.41
2 C 1.07 1.17 0.48
3 H -1.06 -0.38 0.43
4 H -1.21 -0.56 -1.36
5 H 1.62 2.11 0.54
6 H 1.06 0.64 1.44
7 F -1.99 -2.03 -0.23
8 F 1.61 0.38 -0.48
9 Cl 0.57 -1.82 -0.48
10 Cl -0.62 1.56 0.07